Density functional theory data (ωB97M-V/def2-TZVPD) for a molecular structure, C44H48F5IN5O3STeTi.

Positions of all 109 atoms, in Å:
I1 0.610 0.464 -8.764
Te1 -2.605 2.663 -1.027
Ti1 -0.408 0.453 0.014
S1 -5.195 -0.756 0.149
F1 -3.015 2.773 0.845
F2 -4.439 3.034 -1.131
F3 -3.148 1.550 -2.479
F4 -2.497 4.523 -0.733
F5 -1.658 3.318 -2.560
O1 -0.861 2.239 -0.407
O2 -2.121 -1.488 -2.557
O3 -0.754 0.190 -1.935
N1 1.567 0.054 -0.777
N2 -0.527 -1.742 -0.048
N3 -2.771 0.533 -0.281
N4 0.907 1.734 1.293
N5 -1.233 0.062 1.951
C1 2.715 2.140 -0.277
C2 -0.063 0.141 -6.810
C3 -2.270 1.173 6.228
C4 1.152 -2.147 -1.762
C5 -0.199 -4.883 -2.047
C6 -0.232 0.869 -4.536
C7 1.188 3.670 2.552
C8 -4.002 -1.461 3.966
C9 -3.034 1.451 4.933
C10 3.281 4.635 1.411
C11 -1.160 -1.246 -5.202
C12 1.491 4.184 4.999
C13 2.164 3.663 1.609
C14 2.546 0.984 -0.999
C15 3.437 0.564 -2.054
C16 4.634 1.325 -2.529
C17 5.853 1.134 -1.625
C18 -0.737 -1.033 -6.506
C19 -2.125 -0.938 2.245
C20 -1.530 -2.517 0.477
C21 -3.881 -4.715 0.708
C22 3.005 -0.657 -2.457
C23 1.846 -0.966 -1.650
C24 -2.934 -0.595 3.381
C25 0.062 -2.518 -0.994
C26 2.851 -1.326 -4.873
C27 0.402 2.481 2.328
C28 -2.563 -4.944 -0.025
C29 -2.285 -2.119 1.552
C30 4.602 4.142 2.006
C31 -1.319 -0.600 -2.787
C32 -1.600 -3.799 -0.192
C33 0.879 -5.807 -1.475
C34 -0.589 -3.795 -1.100
C35 -3.451 -2.618 4.802
C36 -0.717 2.170 3.056
C37 -1.463 1.021 2.902
C38 0.182 1.100 -5.839
C39 -3.810 -0.017 -0.099
C40 -0.898 -0.308 -4.212
C41 1.954 2.469 0.826
C42 3.570 -1.524 -3.537
C43 -2.531 0.643 3.780
C44 0.955 4.661 3.647
H1 0.543 -6.260 -0.540
H2 4.391 2.388 -2.606
H3 -2.885 -2.243 5.657
H4 4.636 -1.310 -3.652
H5 -2.774 -3.241 4.216
H6 -4.633 -1.845 3.158
H7 -0.114 4.874 3.728
H8 4.505 3.986 3.082
H9 1.786 -1.547 -4.780
H10 -0.059 1.601 -3.759
H11 -0.928 -1.769 -7.275
H12 3.270 -1.970 -5.648
H13 3.510 -2.573 -3.237
H14 1.503 -2.857 -2.498
H15 -2.657 1.772 7.055
H16 -1.022 2.862 3.829
H17 4.892 3.187 1.565
H18 1.790 -5.247 -1.256
H19 -1.085 -5.469 -2.306
H20 1.308 4.924 5.781
H21 -2.975 2.514 4.689
H22 -1.698 -2.144 -4.928
H23 -2.806 -5.283 -1.037
H24 1.015 3.249 5.296
H25 6.707 1.710 -1.984
H26 -2.347 0.120 6.504
H27 -3.748 -4.623 1.787
H28 0.696 2.018 -6.092
H29 -4.097 1.243 5.078
H30 3.011 5.592 1.863
H31 4.878 1.003 -3.544
H32 3.511 2.810 -0.571
H33 -1.210 1.402 6.107
H34 1.128 -6.609 -2.172
H35 -4.657 -0.845 4.586
H36 5.634 1.447 -0.603
H37 6.141 0.082 -1.587
H38 5.409 4.856 1.835
H39 2.565 4.000 4.945
H40 -4.257 -3.251 5.178
H41 -4.391 -3.821 0.346
H42 2.931 -0.291 -5.207
H43 -3.061 -2.775 1.903
H44 1.428 5.608 3.379
H45 -2.038 -5.788 0.437
H46 0.150 -4.446 -2.986
H47 3.412 4.836 0.344
H48 -4.540 -5.568 0.542

## Properties
lowest unoccupied orbital energy	1.309	eV
Kohn-Sham gap	5.81	eV
total charge	-1
spin multiplicity	1
highest occupied orbital energy	-0.1655	hartree
molecular weight	1124.33	g mol⁻¹

=====

Density functional theory data (ωB97M-V/def2-TZVPD) for a molecular structure, C44H48KN5.

Positions of all 98 atoms, in Å:
K1 -0.484 0.327 0.423
N1 -1.913 1.635 2.536
N2 -1.948 2.369 -0.064
N3 -0.359 -0.556 2.803
N4 -0.530 -1.969 -0.948
N5 1.909 -0.144 -0.358
C1 4.137 0.359 -1.295
C2 -3.130 -4.047 -3.545
C3 -3.148 3.749 3.069
C4 -3.792 4.893 2.583
C5 0.011 -1.951 5.121
C6 -2.985 -3.173 0.136
C7 -2.590 -3.180 -1.333
C8 -0.519 -1.044 -4.981
C9 0.019 -1.966 -3.883
C10 3.930 -0.386 -2.609
C11 2.396 2.459 2.870
C12 -0.998 -0.125 3.898
C13 -1.875 1.052 3.763
C14 -2.603 3.151 0.805
C15 4.056 0.576 -3.795
C16 -1.102 -2.750 -3.212
C17 0.635 -2.360 3.972
C18 -3.214 4.582 -1.050
C19 -2.605 1.333 4.927
C20 1.906 -1.451 -0.795
C21 -3.897 5.189 1.249
C22 -2.525 3.756 -1.901
C23 1.129 -2.859 -4.437
C24 0.830 -2.240 -1.054
C25 -2.442 0.623 6.128
C26 5.350 1.005 -1.098
C27 4.868 -1.580 -2.792
C28 2.054 2.118 1.421
C29 -1.883 2.637 -1.342
C30 -1.566 -0.418 6.265
C31 -3.429 -3.863 -2.196
C32 -3.261 4.315 0.336
C33 -0.843 -0.825 5.118
C34 -1.352 -2.614 -1.812
C35 5.552 1.919 -0.080
C36 3.227 1.628 0.587
C37 4.453 2.242 0.722
C38 -2.561 2.778 2.235
C39 1.369 3.301 0.732
C40 0.406 -1.616 2.800
C41 3.052 0.555 -0.374
C42 -2.001 -4.003 0.972
C43 -3.147 -1.788 0.771
C44 -1.965 -3.475 -4.023
H1 4.564 3.010 1.482
H2 -1.309 -0.399 -4.592
H3 4.726 -2.304 -1.988
H4 0.730 -3.548 -5.190
H5 -3.376 2.082 4.943
H6 1.476 2.663 3.425
H7 -3.844 -1.156 0.215
H8 2.910 1.625 3.352
H9 5.067 0.987 -3.875
H10 -4.339 -4.294 -1.785
H11 3.368 1.414 -3.677
H12 -1.447 -0.955 7.199
H13 5.916 -1.268 -2.776
H14 1.918 -2.264 -4.907
H15 2.911 -0.771 -2.622
H16 -1.966 -5.035 0.614
H17 3.822 0.069 -4.737
H18 -2.294 -4.008 2.026
H19 -4.218 5.569 3.318
H20 1.279 -3.230 3.947
H21 -3.077 3.686 4.140
H22 -2.167 -1.328 0.744
H23 -3.492 -1.859 1.805
H24 -3.051 0.931 6.973
H25 6.510 2.404 0.064
H26 0.283 -0.407 -5.369
H27 1.081 -3.278 -1.315
H28 0.459 3.594 1.264
H29 4.685 -2.085 -3.745
H30 -1.001 -3.574 0.890
H31 2.875 -1.960 -0.852
H32 -1.303 1.956 -1.965
H33 6.155 0.807 -1.804
H34 -2.462 3.951 -2.964
H35 0.145 -2.496 6.050
H36 0.853 -1.897 1.847
H37 -3.717 5.467 -1.424
H38 1.306 1.326 1.480
H39 1.578 -3.454 -3.641
H40 -4.401 6.078 0.890
H41 -1.730 -3.557 -5.082
H42 2.042 4.163 0.685
H43 0.467 -1.325 -3.124
H44 -3.957 -3.680 0.181
H45 -0.934 -1.604 -5.824
H46 1.098 3.039 -0.293
H47 -3.796 -4.598 -4.199
H48 3.034 3.343 2.951

## Properties
lowest unoccupied orbital energy	4.149	eV
Kohn-Sham gap	3.91	eV
total charge	-2
spin multiplicity	1
highest occupied orbital energy	0.0088	hartree
molecular weight	686.00	g mol⁻¹

=====

Density functional theory data (ωB97M-V/def2-TZVPD) for a molecular structure, C44H48N5O5PPbS2Te.

Positions of all 107 atoms, in Å:
Pb1 1.812 0.238 -1.605
Te1 -0.452 -2.311 0.609
S1 2.301 -2.729 -0.732
S2 3.569 2.599 -2.785
P1 -0.148 2.594 -1.648
O1 1.135 -2.197 -1.587
O2 0.382 -1.534 2.341
O3 2.984 -3.811 -1.368
O4 3.164 -1.579 -0.387
O5 1.567 -3.179 0.550
N1 5.051 3.671 -0.871
N2 -0.957 2.187 -3.107
N3 0.194 0.198 -3.623
N4 5.154 1.382 -1.025
N5 0.535 -0.368 0.465
C1 -2.300 -1.273 1.011
C2 -0.604 -4.714 2.686
C3 -2.333 -6.424 2.474
C4 -2.381 2.846 1.755
C5 -1.433 2.469 0.808
C6 0.470 4.271 -1.997
C7 -2.470 -4.284 -0.657
C8 0.600 -4.250 3.472
C9 -1.395 1.052 -5.180
C10 -2.038 -4.792 0.703
C11 -2.236 -0.805 -1.515
C12 1.374 6.335 -1.136
C13 0.845 5.072 -0.917
C14 7.634 0.724 2.307
C15 -3.052 -7.627 3.024
C16 -2.542 3.827 -0.842
C17 0.643 4.743 -3.292
C18 1.532 6.808 -2.435
C19 -0.242 -0.994 -5.653
C20 0.904 -0.500 1.692
C21 -2.670 -5.908 1.225
C22 -2.947 -1.167 2.252
C23 -6.064 0.799 1.243
C24 -3.412 3.700 1.397
C25 5.646 1.697 1.361
C26 1.167 6.013 -3.510
C27 4.666 2.548 -1.492
C28 -1.161 -0.012 -6.017
C29 5.998 1.184 0.118
C30 -1.501 2.964 -0.491
C31 6.475 1.475 2.452
C32 -3.500 4.181 0.092
C33 -4.067 -0.033 -0.044
C34 -0.696 1.131 -3.969
C35 -1.296 -5.824 3.169
C36 -1.051 -4.177 1.482
C37 -2.497 -1.777 3.563
C38 0.404 -0.846 -4.453
C39 -4.148 -0.463 2.293
C40 7.963 0.192 1.068
C41 7.150 0.426 -0.031
C42 1.890 0.361 2.410
C43 -4.734 0.098 1.165
C44 -2.859 -0.709 -0.139
H1 4.927 0.571 -1.580
H2 1.651 6.956 -0.294
H3 -2.590 4.263 -1.835
H4 -1.625 -4.059 -1.313
H5 -1.693 -0.082 -6.958
H6 5.827 3.674 -0.228
H7 -4.302 4.853 -0.185
H8 -2.406 0.125 -2.061
H9 7.402 0.017 -1.002
H10 4.751 4.538 -1.284
H11 -6.881 0.081 1.148
H12 1.296 6.375 -4.523
H13 -6.174 1.532 0.444
H14 0.313 -3.606 4.307
H15 -2.685 -1.615 -2.096
H16 -2.667 -7.908 4.003
H17 8.859 -0.403 0.952
H18 -3.096 -3.389 -0.572
H19 -1.539 -2.270 3.514
H20 -2.941 -8.485 2.358
H21 -4.495 0.406 -0.941
H22 2.884 0.003 2.124
H23 -2.109 1.824 -5.442
H24 8.276 0.550 3.160
H25 1.790 1.403 2.108
H26 -2.429 -1.007 4.333
H27 6.203 1.873 3.420
H28 -1.152 -0.978 -1.522
H29 -0.974 -6.248 4.115
H30 0.713 4.717 0.100
H31 -3.442 -6.394 0.639
H32 0.391 4.117 -4.140
H33 -0.039 -1.848 -6.282
H34 -4.649 -0.367 3.253
H35 -3.235 -2.510 3.896
H36 -6.190 1.309 2.200
H37 -2.317 2.464 2.766
H38 -4.120 -7.428 3.122
H39 1.936 7.798 -2.606
H40 1.780 0.269 3.488
H41 -1.673 2.817 -3.441
H42 -3.063 -5.040 -1.166
H43 4.723 2.252 1.477
H44 1.320 -3.716 2.863
H45 1.113 -1.589 -4.101
H46 1.096 -5.126 3.891
H47 -4.150 3.997 2.131
H48 -0.639 1.782 1.078

## Properties
lowest unoccupied orbital energy (alpha / beta)	-2.117 / -4.713	eV
Kohn-Sham gap (alpha / beta)	8.39 / 5.93	eV
<S²>	0.7581
total charge	+1
spin multiplicity	2
highest occupied orbital energy (alpha / beta)	-0.3863 / -0.3910	hartree
molecular weight	1156.81	g mol⁻¹

=====

Density functional theory data (ωB97M-V/def2-TZVPD) for a molecular structure, C44H49F3N8O11PmS5Sb.

Positions of all 122 atoms, in Å:
Pm1 1.879 0.648 -1.024
Sb1 -2.112 -4.183 2.075
S1 2.350 0.441 2.138
S2 2.555 -2.907 -1.778
S3 -0.864 3.833 -0.111
S4 -3.762 0.284 -4.895
S5 -3.846 -4.421 0.735
F1 -4.833 -1.946 -3.855
F2 -3.540 -2.252 -5.597
F3 -5.557 -1.453 -5.833
O1 -0.625 4.126 1.279
O2 2.803 -0.778 2.842
O3 1.689 -3.968 -2.301
O4 1.036 0.328 1.501
O5 -4.890 1.059 -4.430
O6 4.414 0.845 -1.532
O7 -0.596 0.097 -1.469
O8 -2.678 0.103 -3.939
O9 6.357 1.561 -0.803
O10 -3.295 0.560 -6.233
O11 -1.262 4.888 -0.996
N1 1.751 5.009 -0.037
N2 0.461 3.096 -0.659
N3 0.583 1.674 -5.216
N4 2.077 1.150 -3.537
N5 -4.772 -0.661 -0.616
N6 1.853 -1.709 -1.378
N7 2.670 3.191 -1.224
N8 3.285 0.764 0.901
C1 -2.176 1.592 0.771
C2 -1.847 -7.844 5.298
C3 2.361 1.759 3.228
C4 -1.873 -5.805 3.457
C5 1.640 3.790 -0.622
C6 -3.072 0.549 0.587
C7 2.177 -4.056 1.835
C8 -1.176 -1.812 3.977
C9 1.072 3.038 -5.321
C10 4.724 0.879 0.857
C11 1.777 2.932 2.838
C12 2.824 5.652 -0.244
C13 -1.316 -0.562 4.508
C14 -3.984 0.467 -0.497
C15 -3.503 -1.810 3.317
C16 -4.429 -1.412 -5.071
C17 -2.526 0.098 4.487
C18 -3.617 -0.486 3.880
C19 -3.054 -6.506 3.750
C20 5.192 1.152 -0.554
C21 3.863 5.202 -1.011
C22 2.484 -5.094 0.913
C23 3.001 1.619 4.463
C24 3.815 3.870 -1.371
C25 -2.284 -2.352 3.324
C26 -3.074 -7.497 4.721
C27 2.182 3.766 5.072
C28 0.218 1.153 -7.646
C29 0.395 4.005 -4.381
C30 0.110 -5.300 0.403
C31 1.643 3.935 3.754
C32 0.820 -0.690 -4.506
C33 1.916 4.772 6.109
C34 2.898 2.624 5.392
C35 1.426 -5.664 0.174
C36 -0.672 -7.287 4.865
C37 -3.947 1.567 -1.369
C38 -2.080 2.593 -0.198
C39 0.921 -3.654 2.023
C40 -3.036 2.590 -1.227
C41 -0.134 -4.335 1.350
C42 -0.387 1.301 -6.248
C43 1.134 0.767 -4.380
C44 -0.634 -6.233 3.983
H1 -4.733 1.616 -2.101
H2 2.408 5.747 5.925
H3 1.102 2.955 1.929
H4 1.169 0.548 -7.640
H5 -1.511 1.680 1.611
H6 -0.319 -2.434 4.229
H7 -4.583 -0.002 3.863
H8 3.391 0.614 4.743
H9 -4.323 -2.094 2.640
H10 -2.592 1.049 4.894
H11 -0.726 4.020 -4.321
H12 4.804 5.663 -1.255
H13 0.686 -2.934 2.681
H14 -0.742 -5.751 -0.078
H15 2.914 6.597 0.277
H16 0.328 2.051 -8.242
H17 2.284 2.153 -3.445
H18 -5.218 -0.915 -1.461
H19 -1.762 -8.642 6.074
H20 -0.541 0.543 -8.188
H21 1.612 -6.389 -0.582
H22 4.623 3.234 -1.800
H23 -3.145 -0.275 1.313
H24 0.854 4.917 6.309
H25 2.970 -3.654 2.439
H26 -1.188 1.987 -6.114
H27 5.096 1.684 1.504
H28 -3.925 -6.134 3.252
H29 -0.592 0.012 5.031
H30 0.247 -5.658 3.763
H31 0.654 5.081 -4.700
H32 -3.903 -8.029 5.095
H33 -0.905 0.438 -5.907
H34 2.479 4.488 7.060
H35 0.937 3.373 -6.324
H36 -0.774 -0.712 -1.908
H37 1.536 -1.271 -3.910
H38 -0.284 -0.910 -4.382
H39 -4.369 -1.445 -0.127
H40 3.349 2.561 6.340
H41 1.088 4.804 3.589
H42 1.020 -1.022 -5.576
H43 -3.016 3.342 -1.977
H44 -1.258 0.621 -1.862
H45 2.110 3.002 -5.000
H46 3.490 -5.417 0.760
H47 0.293 -7.600 5.226
H48 5.176 -0.102 1.068
H49 0.891 3.954 -3.409

## Properties
lowest unoccupied orbital energy	3.481	eV
Kohn-Sham gap	7.34	eV
<S²>	6.0042
total charge	-2
spin multiplicity	5
highest occupied orbital energy	-0.1419	hartree
molecular weight	1350.01	g mol⁻¹